Molecular formula: C30H28F5N2O2RhSSi
Method: DFT, ωB97M-V/def2-TZVPD

Values from the calculation:
- spin multiplicity = 5
- E_HOMO (alpha / beta) (eV) = -7.23 / -7.81
- charge = 0
- <S²> = 6.015
- orbital gap (alpha / beta) (eV) = 7.4 / 6.2

Atoms and positions in Å:
Rh  -0.03  -0.13  0.60
S  2.38  0.44  0.25
Si  -1.25  -1.80  2.70
F  -1.33  6.44  1.31
F  1.37  3.96  4.24
F  0.34  6.36  3.45
F  -1.96  4.19  -0.04
F  0.75  1.70  2.91
O  0.21  -0.13  -1.59
O  -0.93  1.80  0.66
N  1.32  0.29  -2.18
N  -1.42  -2.08  -0.04
C  -1.75  -1.94  5.50
C  -0.79  -2.91  -1.08
C  -4.66  1.40  3.14
C  -0.60  2.86  1.34
C  0.57  4.02  3.17
C  -0.79  -3.94  4.60
C  -1.13  4.12  1.00
C  3.57  1.01  -2.14
C  -3.11  -1.81  -1.88
C  2.42  0.60  -1.45
C  0.25  2.88  2.47
C  -3.19  -3.33  -1.78
C  -0.81  5.27  1.69
C  -3.35  1.77  3.38
C  1.31  0.39  -3.53
C  -1.78  -3.93  -1.68
C  -2.60  -0.48  2.85
C  -0.70  -4.47  5.88
C  2.42  0.79  -4.22
C  -1.32  -2.66  4.39
C  -3.94  -0.84  2.66
C  -1.65  -2.47  6.78
C  3.58  1.11  -3.51
C  -2.51  -1.24  -0.59
C  -4.96  0.09  2.80
C  -2.33  0.82  3.25
C  0.04  5.24  2.78
C  -1.76  -2.85  1.17
C  -1.12  -3.74  6.98
C  0.53  -1.50  2.25
H  -2.81  -3.14  1.17
H  2.38  0.86  -5.29
H  -5.99  -0.21  2.65
H  1.01  -2.38  1.82
H  -3.78  -3.61  -0.91
H  -1.03  -4.14  7.98
H  -1.41  -4.20  -2.67
H  -0.44  -2.24  -1.86
H  -1.17  -3.77  1.17
H  -5.45  2.13  3.23
H  -3.71  -3.74  -2.66
H  -4.19  -1.87  2.40
H  -0.45  -4.53  3.76
H  -1.32  1.10  3.49
H  -0.28  -5.46  6.02
H  -1.99  -1.89  7.63
H  0.37  0.14  -3.99
H  1.18  -1.01  2.96
H  4.47  1.42  -4.03
H  -4.10  -1.38  -2.02
H  4.44  1.24  -1.55
H  -2.14  -0.23  -0.80
H  0.07  -3.42  -0.65
H  -2.50  -1.53  -2.74
H  -2.18  -0.96  5.37
H  -3.28  -1.15  0.17
H  -3.11  2.78  3.66
H  -1.79  -4.84  -1.08